70
Properties=species:S:1:pos:R:3:mulliken_charge:R:1 method="wB97M-V/def2-TZVPD" homo_lumo_gap_ha=0.161 de_lowest_kj_mol=12.7 lumo_energy_ev=-11.78 e_tot_ha=-2514.44125 total_charge=+3
Y -0.796 0.887 0.010 0.080
P 1.296 -0.564 1.620 0.925
P 1.466 2.591 -0.125 1.327
P -1.321 -2.576 0.493 1.063
H -0.207 2.662 -2.378 0.180
C -1.029 2.094 -1.947 -0.344
C -1.702 2.678 -0.874 -0.800
H -1.309 3.627 -0.505 0.611
C 2.734 -1.409 0.834 -1.485
C 2.129 0.555 2.809 -1.355
C 0.718 -1.850 2.791 -1.209
C 1.877 3.958 -1.285 -1.660
C 1.553 3.524 1.452 -1.261
C 3.063 1.703 -0.263 -1.469
C -2.551 -2.686 -0.860 -1.328
C -1.960 -3.788 1.759 -1.277
C 0.066 -3.626 -0.136 -1.265
H -1.472 1.417 -2.689 0.510
H -2.740 2.465 -0.572 0.403
H 3.503 -1.601 1.597 0.470
H 3.185 -0.778 0.060 0.279
H 2.435 -2.354 0.367 0.404
H 2.680 -0.023 3.562 0.553
H 1.360 1.161 3.304 0.399
H 2.837 1.231 2.324 0.317
H 1.358 -1.836 3.683 0.600
H 0.752 -2.850 2.339 0.329
H -0.313 -1.632 3.095 0.184
H 2.872 4.333 -0.998 0.570
H 1.139 4.772 -1.236 0.433
H 1.928 3.566 -2.310 0.536
H 1.975 4.498 1.178 0.474
H 2.182 3.043 2.205 0.479
H 0.548 3.665 1.874 0.288
H 3.799 2.394 -0.691 0.550
H 2.967 0.848 -0.948 0.086
H 3.442 1.347 0.699 0.572
H -3.331 -3.414 -0.602 0.473
H -2.058 -2.983 -1.794 0.398
H -3.029 -1.706 -1.032 0.231
H -2.757 -4.418 1.341 0.445
H -2.367 -3.245 2.626 0.347
H -1.152 -4.437 2.132 0.405
H -0.313 -4.492 -0.695 0.530
H 0.690 -3.995 0.689 0.523
H 0.702 -3.030 -0.803 -0.110
C 0.412 -1.148 -3.509 0.652
C 1.353 -1.529 -4.483 -0.488
C 0.877 -2.004 -5.701 -0.518
C -0.491 -1.973 -5.995 -0.669
C -1.397 -1.515 -5.034 -1.087
C -0.963 -1.114 -3.764 0.145
O 0.889 -0.847 -2.240 -0.113
H 1.649 -1.444 -2.168 0.075
H 2.424 -1.481 -4.265 0.478
H 1.582 -2.408 -6.423 0.422
H -0.857 -2.334 -6.963 0.416
H -2.458 -1.465 -5.263 0.422
H -1.690 -0.839 -2.986 0.379
Cl -2.290 4.649 4.173 -0.109
C -2.263 3.031 3.646 -0.135
C -2.713 1.988 4.446 -0.336
C -2.755 0.707 3.906 -0.747
C -2.339 0.503 2.603 -0.183
N -1.731 1.497 1.919 0.393
C -1.814 2.778 2.356 -0.651
H -3.063 2.226 5.441 0.498
H -3.105 -0.129 4.498 0.484
H -2.539 -0.427 2.069 0.501
H -1.569 3.550 1.639 0.758


97
Properties=species:S:1:pos:R:3:mulliken_charge:R:1 method="wB97M-V/def2-TZVPD" homo_lumo_gap_ha=0.342 lumo_energy_ev=0.25 e_tot_ha=-13080.26861
C 0.097 -1.824 -2.471 -0.772
B -0.782 -0.837 -1.650 0.386
O -1.230 -1.190 -0.377 -0.216
C -1.217 0.641 -2.134 -0.230
C -1.141 0.936 -3.624 -0.968
C -1.022 2.432 -3.922 -0.839
C 0.256 3.126 -3.368 1.061
C -0.128 4.539 -2.905 -1.871
C 1.023 5.458 -2.460 -0.769
C 0.896 6.872 -3.030 -1.077
I -0.565 8.003 -1.930 -0.037
C 1.366 3.045 -4.439 -1.209
C 1.099 3.873 -5.675 0.178
O 0.727 5.015 -5.697 -0.448
O 1.342 3.175 -6.839 -0.489
S 0.872 2.155 -1.970 1.571
O 1.487 3.013 -0.995 -0.725
O 1.667 1.057 -2.478 -0.476
O -0.439 1.592 -1.309 -0.319
H -0.415 -2.772 -2.654 0.317
H 0.979 -2.047 -1.861 0.249
H 0.453 -1.444 -3.427 0.221
H -0.647 -0.727 0.240 0.067
H -2.253 0.790 -1.816 0.242
H -0.346 0.389 -4.133 0.233
H -2.083 0.591 -4.061 0.541
H -1.060 2.566 -5.006 0.408
H -1.890 2.930 -3.481 0.449
H -0.681 4.998 -3.727 0.679
H -0.850 4.428 -2.090 0.818
H 0.970 5.545 -1.373 0.603
H 2.011 5.052 -2.677 0.371
H 1.841 7.400 -2.937 0.183
H 0.534 6.864 -4.054 0.426
H 2.350 3.313 -4.044 0.837
H 1.457 2.004 -4.751 0.250
H 2.039 3.639 -7.319 0.366
C -1.287 -0.965 3.572 -0.205
Cl -0.752 -2.620 3.241 -0.137
Cl -0.332 0.225 2.670 -0.162
H -2.325 -0.870 3.286 0.005
H -1.156 -0.774 4.627 0.493
C -5.331 -0.479 1.445 -0.093
Cl -5.958 -1.591 0.224 -0.161
Cl -4.959 -1.301 2.969 -0.110
H -4.416 -0.036 1.069 0.020
H -6.078 0.281 1.638 0.337
C -1.810 -5.540 0.312 -0.084
Cl -0.761 -6.892 -0.137 -0.116
Cl -2.031 -4.408 -1.019 -0.126
H -2.779 -5.938 0.586 0.308
H -1.363 -5.015 1.146 -0.025
C 3.994 8.534 -5.088 -0.279
Cl 3.115 7.663 -6.350 -0.138
Cl 4.262 7.525 -3.660 -0.134
H 4.956 8.838 -5.478 0.327
H 3.407 9.395 -4.792 0.254
C 1.515 -3.409 6.106 0.312
Cl 1.838 -1.777 6.716 -0.184
Cl 2.989 -4.369 5.985 -0.145
H 0.837 -3.901 6.793 0.125
H 1.067 -3.299 5.126 -0.109
C 1.477 10.140 0.860 -0.344
Cl 2.445 8.784 0.278 -0.107
Cl 1.141 11.327 -0.408 -0.139
H 0.535 9.753 1.231 0.257
H 2.027 10.637 1.649 0.328
C -0.462 -10.426 1.160 0.188
Cl -1.206 -10.115 2.734 -0.168
Cl 0.558 -11.870 1.177 -0.171
H -1.250 -10.571 0.432 0.035
H 0.148 -9.572 0.892 0.109
C -1.165 3.350 5.155 -0.265
Cl -2.433 2.124 5.032 -0.079
Cl -1.635 4.874 4.394 -0.160
H -0.970 3.534 6.204 0.296
H -0.279 2.974 4.657 0.212
C -4.251 -1.721 6.814 -0.414
Cl -3.208 -2.362 5.533 -0.092
Cl -4.334 0.041 6.760 -0.131
H -5.250 -2.119 6.681 0.303
H -3.840 -2.026 7.768 0.346
C 2.311 -7.768 8.513 -0.309
Cl 3.973 -7.251 8.813 -0.144
Cl 1.250 -6.402 8.137 -0.098
H 2.309 -8.446 7.670 0.262
H 1.935 -8.256 9.404 0.297
C 4.357 -0.660 -2.128 0.247
Cl 3.673 -1.600 -3.458 -0.165
Cl 4.569 -1.636 -0.668 -0.178
H 5.325 -0.283 -2.435 0.346
H 3.673 0.151 -1.907 -0.256
C -0.967 -9.755 -3.233 -0.272
Cl 0.508 -9.003 -2.616 -0.134
Cl -2.277 -9.728 -2.044 -0.138
H -1.293 -9.209 -4.110 0.287
H -0.749 -10.786 -3.482 0.271